1.
{"formula": "C8H8N4O2", "method": "the ωB97M-V functional and the def2-TZVPD basis", "elements": ["C", "C", "C", "C", "C", "C", "C", "C", "N", "N", "N", "N", "O", "O", "H", "H", "H", "H", "H", "H", "H", "H"], "xyz": [[2.24994, 2.21850, -1.08003], [1.34141, 1.89219, -0.06462], [1.50286, 0.23418, -1.49941], [-0.48176, -2.39143, -0.31392], [-0.22638, -2.14445, 1.00278], [-1.39475, -1.49081, -1.01839], [-0.69564, -0.89001, 1.64005], [-1.19510, 0.00567, 0.58573], [2.33530, 1.11499, -1.93260], [-1.78554, -0.38927, -0.48229], [0.87790, 0.64362, -0.39494], [-1.56763, 1.40892, 0.92023], [-1.33686, 1.73543, 2.09089], [-2.03893, 2.15312, 0.06973], [2.76631, 3.07956, -1.39729], [1.11111, 2.50584, 0.73858], [1.56044, -0.64762, -2.06022], [-0.11226, -3.21351, -1.07397], [0.27649, -2.84507, 1.75670], [-2.05681, -1.72827, -1.82879], [-1.37765, -0.92209, 2.46766], [0.24754, -0.32950, 1.87414]], "forces_ev_per_angstrom": [[-1.174, -2.495, 0.005], [1.852, -0.169, -3.287], [0.168, 0.622, 0.102], [0.900, -0.964, -2.303], [0.138, -1.576, 0.426], [-0.797, -0.508, 1.676], [1.533, 1.356, -1.232], [1.368, 1.523, -0.103], [1.361, 2.638, -0.329], [-0.753, 0.236, -1.744], [-2.276, -0.771, 2.631], [0.063, 2.228, 0.750], [-0.184, -0.530, -1.033], [0.669, -1.574, 1.056], [0.514, 0.987, 0.405], [-0.996, 0.555, 1.465], [-1.068, -1.769, 0.045], [-0.456, 1.230, 2.526], [-0.604, 0.796, -1.707], [0.512, -0.925, -0.770], [-0.095, -0.347, 0.701], [-0.672, -0.543, 0.718]], "lumo_energy_ev": -2.725}

2.
{"formula": "C2H8O2", "method": "the ωB97M-V functional and the def2-TZVPD basis", "elements": ["C", "C", "O", "H", "H", "H", "H", "H", "H", "O", "H", "H"], "xyz": [[1.07470, -0.66890, -0.12650], [0.74116, 0.62348, 0.68254], [-0.55886, 1.07789, 0.29226], [0.81984, -0.60750, -1.15305], [2.08505, -1.04244, -0.03341], [0.39914, -1.46428, 0.31906], [1.56322, 1.41766, 0.77579], [0.75951, 0.41998, 1.71859], [-0.96839, 1.54534, 0.99129], [-2.35222, -0.29770, -1.20487], [-1.58370, 0.22670, -0.90745], [-1.97945, -1.23023, -1.35425]], "forces_ev_per_angstrom": [[-1.350, -0.268, 2.201], [1.421, 0.336, -0.391], [1.585, -0.457, -1.095], [-0.159, 0.415, -1.047], [0.317, 0.279, 0.167], [0.744, 0.736, -0.593], [-1.061, -0.515, -1.563], [-0.603, -1.044, 1.359], [-0.593, 0.708, 1.085], [0.947, -2.101, -0.531], [-0.380, -0.279, 0.060], [-0.867, 2.189, 0.349]], "lumo_energy_ev": 0.782, "smiles": "CCO.O"}

3.
{"formula": "CH6NOS", "method": "the ωB97M-V functional and the def2-TZVPD basis", "elements": ["N", "C", "S", "O", "H", "H", "H", "H", "H", "H"], "xyz": [[1.02284, 0.12585, 0.53034], [-0.27720, 0.57714, -0.46416], [-1.77901, 0.49831, 0.34206], [-2.31012, -1.06313, 0.01563], [0.94197, 0.38308, 1.53171], [1.90160, 0.48366, 0.07516], [1.02048, -0.86518, 0.41827], [-0.22329, 0.20299, -1.53120], [-0.09438, 1.73202, -0.67728], [-3.30662, -1.17122, 0.07540]], "forces_ev_per_angstrom": [[-0.241, 1.069, -2.403], [1.220, 2.918, -0.905], [-1.390, -0.549, 0.255], [-0.458, 0.061, 0.161], [-0.193, 0.064, -0.815], [-0.873, -0.300, 0.899], [0.228, -1.127, 0.356], [0.419, -0.613, 1.589], [-0.300, -2.227, 0.990], [1.588, 0.704, -0.126]], "lumo_energy_ev": -3.857, "smiles": "[NH3+]CSO", "total_charge": 1}

4.
{"formula": "C15H26N6O7Yb", "method": "the ωB97M-V functional and the def2-TZVPD basis", "elements": ["O", "H", "Yb", "N", "N", "N", "N", "O", "O", "O", "O", "C", "C", "C", "C", "C", "H", "H", "H", "C", "H", "H", "H", "C", "C", "H", "H", "H", "H", "H", "H", "H", "H", "C", "H", "H", "H", "O", "H", "H", "N", "C", "O", "C", "C", "C", "N", "C", "C", "H", "H", "H", "H", "H", "H"], "xyz": [[-0.00984, 0.36317, -5.19032], [-0.59431, -0.05750, -5.84489], [0.01436, -0.00456, -0.03235], [0.30757, 1.64022, 1.26559], [1.50106, 0.95053, -1.13973], [-1.06256, -1.08511, 1.38265], [-0.15828, -1.72411, -1.11838], [-0.37206, 1.86542, 2.30236], [-1.48212, -0.71053, 2.62147], [0.39800, -1.97354, -2.33189], [2.13028, 0.36404, -2.01473], [1.95311, 2.06631, -0.45876], [1.32551, 2.42457, 0.79928], [-1.27462, -2.33622, 0.93420], [-0.72254, -2.69067, -0.39112], [1.69661, 3.57091, 1.64658], [1.95967, 3.21875, 2.65550], [0.83290, 4.24679, 1.75014], [2.53712, 4.16573, 1.28018], [3.06416, 2.77958, -1.11187], [2.77889, 3.02744, -2.14662], [3.95042, 2.12842, -1.16548], [3.36311, 3.70850, -0.62372], [-1.98994, -3.32619, 1.76202], [-0.81762, -4.06933, -0.91989], [-2.66616, -2.87701, 2.50024], [-1.28026, -3.96238, 2.31344], [-2.60385, -3.97570, 1.12992], [-0.05960, -4.30795, -1.67556], [-1.80310, -4.23055, -1.38321], [-0.69792, -4.79919, -0.11529], [-1.16526, 0.24681, 2.69463], [0.58295, -1.07359, -2.70049], [-0.87297, 0.77355, -4.12515], [-0.39238, 1.52437, -3.48285], [-1.32246, -0.08592, -3.60467], [-1.70304, 1.29556, -4.58558], [-2.05639, 1.11274, -0.15955], [-2.00047, 0.20032, 0.22281], [-1.32808, 1.63592, 0.25981], [4.14600, -3.24770, 5.28725], [4.46546, -2.19408, 4.47337], [5.43548, -1.49140, 4.73135], [3.60656, -1.85754, 3.28716], [2.58240, -2.66940, 2.82118], [1.73828, -2.20707, 1.81023], [1.86138, -0.98679, 1.26871], [2.89948, -0.22492, 1.65682], [3.79201, -0.62901, 2.64798], [4.72548, -3.41141, 6.09627], [3.33206, -3.82728, 5.15402], [2.38077, -3.64657, 3.24450], [0.92605, -2.89138, 1.53803], [3.06379, 0.78386, 1.26008], [4.57548, 0.06148, 2.94833]], "forces_ev_per_angstrom": [[-0.335, -0.333, 0.426], [0.531, 0.225, 0.227], [2.770, 2.896, -0.953], [3.248, 1.668, -2.914], [0.116, 4.274, 3.890], [-2.239, -4.066, 1.695], [-1.544, -4.769, -0.864], [-1.482, 0.367, 2.945], [0.065, -0.650, -0.568], [-0.783, -0.517, 0.206], [1.615, -1.261, -3.154], [-0.468, -1.522, -1.937], [-2.144, -0.798, 1.026], [-0.241, 2.971, 2.080], [1.382, 1.194, -2.852], [0.395, 0.818, 0.318], [-0.246, 0.077, -0.175], [0.185, -0.254, 0.121], [-0.167, -0.232, -0.092], [0.886, 0.426, -0.067], [0.146, -0.217, 0.244], [-0.165, 0.151, -0.139], [-0.131, -0.162, 0.049], [-0.549, -0.706, 0.208], [0.060, -0.854, 0.059], [0.417, 0.195, -0.245], [-0.124, 0.111, -0.149], [0.206, -0.024, 0.076], [-0.167, 0.449, 0.163], [0.173, 0.060, 0.159], [-0.172, 0.038, -0.056], [0.087, 0.236, -0.062], [0.648, -0.424, 0.137], [-0.330, 0.326, -0.954], [0.237, -0.635, -0.050], [0.337, 0.130, 0.324], [-0.466, 0.257, 0.164], [0.922, -1.055, -0.398], [-1.911, 1.284, 0.354], [-1.173, 0.728, 0.534], [-0.489, 0.189, -0.811], [1.405, 0.295, 1.229], [-0.788, -0.403, -0.481], [-0.291, 0.156, -0.218], [-0.345, 0.132, -0.331], [0.745, -0.252, 0.916], [-0.263, -0.164, -0.320], [0.636, -0.217, 0.769], [-0.282, -0.049, -0.026], [-0.004, 0.103, -0.143], [0.203, 0.151, 0.068], [0.081, 0.057, -0.062], [0.359, 0.632, -0.241], [-0.502, -0.705, -0.204], [-0.051, -0.326, 0.077]], "lumo_energy_ev": [-5.325, -5.323], "s2": 0.83, "total_charge": 1, "multiplicity": 2}

Q: Which energy relative to the best compared isomer or geometry (same formula, charge and spin) values were calculated for the entries above? A: 193.26 10.52 28.87 77.53, in kcal/mol.
Q: Which E values were calculated for the entries above? A: -18473.06587 -6297.95415 -15498.64994 -70765.59950, in eV.